1.
Here is the molecule C5H6O2 from OMol25. Energies are from ωB97M-V/def2-TZVPD.

Properties
- gap between HOMO and LUMO (Ha) = 0.393
- SMILES = O=CCC#CCO
- energy above the lowest of the compared OMol25 structures with the same formula, charge and spin (kcal per mole) = 70.6
- E_LUMO (eV) = 0.613
- HOMO (eV) = -10.07

```
13
C5H6O2, DFT ωB97M-V/def2-TZVPD
H -0.990 2.128 -1.572
H 2.659 -0.695 0.571
H 1.769 -0.248 2.037
C 0.935 0.525 0.220
H -1.289 0.487 -2.166
H -2.365 1.444 0.249
C -0.055 0.688 -0.464
H -0.176 -1.329 0.120
C 1.658 -0.490 0.971
O 0.820 -2.851 1.144
C -1.205 1.099 -1.264
O -2.440 0.976 -0.592
C 0.678 -1.733 0.746
```

Atomic partial charges in e from the Mulliken method, atoms 1 to 6: atom 1 (H): 0.283, atom 2 (H): 0.286, atom 3 (H): 0.284, atom 4 (C): 0.115, atom 5 (H): 0.268, atom 6 (H): 0.331

=====

2.
Here is C12H26N4O7Sr as an isolated structure from OMol25. Energies are from ωB97M-V/def2-TZVPD.

Properties
- gap between HOMO and LUMO (spin up / spin down) (Ha) = 0.125 / 0.131
- energy above the lowest of the compared OMol25 structures with the same formula, charge and spin (kcal per mole) = 13.2
- E_LUMO (spin up / spin down) (eV) = -1.223 / -1.228
- HOMO (spin up / spin down) (eV) = -4.63 / -4.80

```
50
C12H26N4O7Sr, DFT ωB97M-V/def2-TZVPD
H 2.537 1.432 4.430
H 3.342 0.941 -1.598
H -3.317 -1.774 3.401
H -2.727 3.095 -2.906
N -1.030 -0.783 -2.489
H 3.954 1.316 -3.243
O -1.755 -0.546 0.806
H 4.007 1.097 3.498
N -0.363 1.535 -2.609
C -2.410 2.425 -3.727
H 2.545 2.532 0.005
O 1.437 -1.660 -1.411
C 3.224 1.611 -2.466
H 2.944 -0.974 4.480
C -2.982 -2.597 0.982
H 3.039 2.546 3.098
C 1.683 -0.618 2.806
C 1.918 -1.213 4.163
N 1.050 -1.204 1.794
H -1.633 -1.280 3.540
H 2.206 1.494 -2.876
H 0.783 -2.184 -1.941
H -3.431 -1.452 -3.783
H -3.297 2.080 -4.271
H -4.030 0.228 -3.785
H -3.891 -0.660 -2.268
H 0.506 -2.971 1.344
O -0.279 2.552 -1.820
C 2.204 0.694 2.452
O 0.518 -2.473 2.184
H 1.769 -2.302 4.161
C -3.411 -0.499 -3.246
H -3.601 -2.380 0.102
O 3.458 2.956 -1.996
H -3.571 -3.131 1.736
H -1.807 3.010 -4.434
C -2.566 -1.093 2.994
N 1.978 1.083 1.197
Sr 0.188 0.319 -0.394
H 4.119 3.362 -2.610
H -2.874 -0.058 3.161
C -2.023 -0.021 -3.056
H 1.266 -0.756 4.927
C -2.398 -1.329 1.529
O 2.415 2.416 0.976
C -1.593 1.309 -3.201
H 2.140 -2.265 -1.078
C 2.985 1.503 3.430
H -2.160 -3.259 0.679
O -1.067 -2.055 -2.664
```

Atomic partial charges in e from the Mulliken method, atoms 1 to 6: atom 1 (H): 0.368, atom 2 (H): 0.056, atom 3 (H): 0.398, atom 4 (H): 0.220, atom 5 (N): 0.075, atom 6 (H): 0.392

=====

3.
Here is the molecule C22H24N4O5S2 from OMol25. Energies are from ωB97M-V/def2-TZVPD.

Properties
- gap between HOMO and LUMO (Ha) = 0.317
- SMILES = COc1ccccc1-n1c(SCC(=O)O)nnc1-c1ccc(S(=O)(=O)N2CCCCC2)cc1
- energy above the lowest of the compared OMol25 structures with the same formula, charge and spin (kcal per mole) = 1.1
- E_LUMO (eV) = 0.224
- HOMO (eV) = -8.41

```
57
C22H24N4O5S2, DFT ωB97M-V/def2-TZVPD
O 3.699 -1.187 1.826
H -7.772 1.489 -0.262
N -2.609 1.949 -0.314
H 5.506 2.703 1.080
C -4.284 0.645 -0.533
H -4.302 -4.259 -2.126
H 4.204 2.872 -1.121
C -6.711 1.694 -0.407
O 3.899 -1.984 -0.494
H -6.559 2.324 -1.282
C -3.102 -4.328 -0.353
O -5.819 1.815 1.835
H 2.062 1.233 1.455
C -2.145 0.728 -0.336
C -0.234 -0.729 -0.950
H 1.511 -1.948 -1.295
C 5.692 0.596 0.723
H 5.130 0.046 -1.844
C 6.200 2.027 0.579
H -0.861 -1.276 -1.638
O -1.905 -1.405 1.541
H 7.177 2.115 1.057
H 5.548 0.322 1.769
H 6.413 -0.104 0.274
N -3.939 1.903 -0.440
C -3.818 -2.306 -1.408
H -0.270 -2.538 2.130
C -1.113 -1.983 2.552
C -6.138 2.372 0.823
H -3.068 -5.406 -0.318
H -5.687 4.120 1.419
C 6.291 2.393 -0.901
C -2.480 -2.212 0.615
C 4.455 0.755 -1.341
C 1.882 -0.397 0.105
H 4.990 2.390 -2.633
S 3.560 -0.927 0.422
H -0.733 -1.147 3.136
H -1.706 -2.638 3.198
N 4.399 0.482 0.078
C 4.931 2.189 -1.563
C -3.791 -3.689 -1.367
C 0.085 1.087 0.612
H -0.329 1.935 1.134
H 3.449 0.611 -1.741
C -3.163 -1.570 -0.435
H 6.611 3.431 -1.014
S -5.916 0.083 -0.664
C 1.400 0.705 0.788
C -2.451 -3.601 0.630
C 1.085 -1.106 -0.772
C -0.746 0.353 -0.236
H -1.927 -4.122 1.414
O -6.103 3.692 0.655
N -3.187 -0.163 -0.480
H 7.032 1.755 -1.388
H -4.343 -1.788 -2.196
```

Atomic partial charges in e from the Mulliken method, atoms 1 to 6: atom 1 (O): -0.766, atom 2 (H): 0.391, atom 3 (N): -0.890, atom 4 (H): 0.295, atom 5 (C): 0.472, atom 6 (H): 0.402

=====

4.
Here is a 2-piece molecular cluster, C14H16O overall from OMol25. Energies are from ωB97M-V/def2-TZVPD.

Properties
- gap between HOMO and LUMO (Ha) = 0.336
- SMILES = Cc1ccc(O)cc1.Cc1ccccc1
- energy above the lowest of the compared OMol25 structures with the same formula, charge and spin (kcal per mole) = 22.0
- E_LUMO (eV) = 0.789
- HOMO (eV) = -8.35

```
31
C14H16O, DFT ωB97M-V/def2-TZVPD
C 1.584 -1.588 1.980
O -2.113 3.150 1.831
H 1.148 -4.361 -1.867
C 0.430 -4.414 -1.057
C 0.287 -2.112 1.949
H -0.989 -3.636 1.112
C 2.147 -2.994 0.123
H 1.026 1.161 -3.061
C -1.452 2.874 0.642
H -0.273 1.877 -4.012
H 1.754 -0.977 2.856
H 3.599 -1.933 1.250
H 0.857 2.902 -3.336
C -0.450 2.153 -1.837
C 0.882 -3.551 0.104
C 2.535 -2.080 1.120
H -0.561 -4.223 -1.337
H -1.579 2.809 2.563
H 2.925 -3.193 -0.603
C -0.025 -3.154 1.099
C -0.077 1.485 -0.680
C -1.939 3.532 -0.474
H -2.709 4.287 -0.452
C -1.402 3.163 -1.694
H 0.536 -5.445 -0.701
H 0.823 0.882 -0.750
H -1.659 3.733 -2.580
C -0.643 1.742 0.563
H -0.471 1.246 1.509
C 0.329 1.994 -3.104
H -0.512 -1.829 2.625
```

Atomic partial charges in e from the Mulliken method, atoms 1 to 6: atom 1 (C): -0.468, atom 2 (O): -0.537, atom 3 (H): 0.361, atom 4 (C): -1.432, atom 5 (C): -0.277, atom 6 (H): 0.372

=====

5.
Here is C18H27Cl14F5O2P as an isolated structure from OMol25. Energies are from ωB97M-V/def2-TZVPD.

Properties
- gap between HOMO and LUMO (Ha) = 0.271
- total charge = +1
- E_LUMO (eV) = -4.493
- HOMO (eV) = -11.88

```
67
C18H27Cl14F5O2P, DFT ωB97M-V/def2-TZVPD
O 0.301 -1.774 -2.724
C 1.167 2.947 -2.260
H 3.411 -1.013 -1.893
C 1.962 5.465 -6.221
O -1.396 -0.283 0.905
H -2.538 -0.571 4.971
Cl 0.221 6.319 -0.797
H 3.934 -6.072 -0.230
H -1.746 0.343 0.179
F 1.473 0.291 1.687
C 1.790 0.521 -0.901
F 5.437 1.192 -4.332
C -0.355 5.262 0.499
C 0.588 -3.203 -2.523
Cl 0.906 5.956 -4.890
C 2.875 0.039 -2.050
H 4.325 -4.539 -1.063
H -6.539 2.660 4.626
Cl 0.599 3.776 0.578
C -7.272 3.244 5.187
C 3.553 -5.294 -0.897
H 0.569 3.973 -2.316
Cl -5.069 -5.910 5.953
C 2.226 2.421 -3.413
H -3.659 -4.237 5.063
C -3.139 -0.428 4.070
H -3.256 -4.630 6.759
H 1.351 5.276 -7.107
H -0.182 -5.040 -3.781
C -0.714 -1.267 -1.788
C -3.536 -5.045 5.788
H 1.764 -3.293 -2.337
H 2.671 6.270 -6.427
H 2.410 -0.120 5.064
H 2.375 3.106 -4.367
C 0.205 -3.951 -3.967
Cl 2.150 -4.527 -0.143
H 0.003 -3.647 -1.612
C 1.525 -0.495 0.399
H -7.480 2.755 6.142
H 1.815 1.543 4.789
F 4.270 -1.002 -4.466
H -0.919 -0.127 -2.076
C 4.142 0.496 -4.514
P -0.209 -1.295 0.053
H -1.400 5.005 0.310
Cl -6.611 4.854 5.497
F 3.480 0.814 -5.833
Cl -2.253 -6.126 5.232
Cl -3.914 1.159 4.140
F 2.613 -1.526 0.530
Cl 1.487 0.833 7.017
Cl 0.091 -0.062 4.619
H -0.549 -3.280 -4.598
H 0.198 2.265 -0.098
H -0.345 -2.617 0.658
H 1.175 -4.041 -4.631
H -0.271 5.790 1.452
Cl 3.121 -6.026 -2.447
H -2.496 -0.471 3.187
C 1.602 0.586 5.271
Cl -4.342 -1.719 3.970
Cl 2.858 3.997 -5.814
H -1.713 -1.846 -2.021
Cl -8.770 3.340 4.252
C 0.941 1.956 -0.964
C 3.088 1.021 -3.345
```

Atomic partial charges in e from the Mulliken method, atoms 1 to 6: atom 1 (O): -0.235, atom 2 (C): -0.478, atom 3 (H): 0.292, atom 4 (C): -0.340, atom 5 (O): -0.473, atom 6 (H): 0.203

=====

6.
Here is the molecule C6H8N2O from OMol25. Energies are from ωB97M-V/def2-TZVPD.

Properties
- gap between HOMO and LUMO (Ha) = 0.366
- SMILES = [H]/N=C1\CC=C(C)C(=O)N1
- energy above the lowest of the compared OMol25 structures with the same formula, charge and spin (kcal per mole) = 15.4
- E_LUMO (eV) = 0.448
- HOMO (eV) = -9.50

```
17
C6H8N2O, DFT ωB97M-V/def2-TZVPD
H -1.006 1.894 0.465
C -1.189 -1.343 -0.196
C 2.602 -0.653 0.219
H -3.462 -0.334 0.210
H -1.566 -1.343 -1.174
H -1.844 -2.045 0.246
C 0.677 0.869 -0.061
H 2.850 -1.707 -0.206
C 0.287 -1.503 -0.113
N -0.692 1.062 -0.035
H 0.750 -2.450 -0.051
H 3.001 -0.704 1.322
O 1.428 1.840 -0.208
H 3.110 0.071 -0.359
C -1.644 0.085 -0.008
N -2.825 0.415 0.268
C 1.160 -0.528 0.089
```

Atomic partial charges in e from the Mulliken method, atoms 1 to 6: atom 1 (H): 0.288, atom 2 (C): -0.748, atom 3 (C): -1.168, atom 4 (H): 0.229, atom 5 (H): 0.343, atom 6 (H): 0.448